This record from OMol25 describes C19H26BiIN4O as an isolated structure in a non-equilibrium geometry. The level of theory is wB97M-V/def2-TZVPD.

Geometry as XYZ:
```
52
C19H26BiIN4O (wB97M-V/def2-TZVPD)
C 1.450 0.269 -3.738
I -1.997 -0.107 -2.341
H 0.733 -0.245 -4.428
H 2.190 -0.597 -3.391
H 1.852 1.250 -4.225
C -1.389 4.213 1.010
C -2.518 3.969 0.342
N -2.455 2.647 -0.109
C -1.272 2.080 0.257
N -0.609 3.067 0.929
H -1.070 5.109 1.518
H -3.349 4.614 0.107
C 2.274 -3.974 -0.287
C 0.787 -2.238 -0.468
N 1.966 -2.655 0.064
H 1.084 -5.320 -1.563
N 0.347 -3.326 -1.161
H 3.176 -4.470 -0.012
Bi -0.333 -0.108 -0.046
C 1.416 0.683 -2.371
O 2.204 1.474 -1.922
C 1.235 -4.392 -1.075
C -0.927 -3.455 -1.830
H -1.736 -3.705 -1.111
H -0.832 -4.243 -2.595
H -1.185 -2.485 -2.316
C 2.831 -1.900 0.953
H 3.825 -2.365 0.906
H 2.503 -1.910 2.011
H 2.915 -0.856 0.624
C 0.648 2.903 1.636
H 1.108 3.884 1.807
H 1.347 2.282 1.060
H 0.496 2.426 2.621
C -3.588 2.002 -0.737
H -3.170 1.312 -1.524
H -4.180 2.762 -1.260
H -4.182 1.380 -0.052
C -0.183 -0.623 2.251
C -0.931 0.234 3.207
C -0.212 0.691 4.351
C -0.868 1.490 5.320
C -2.207 1.839 5.069
C -2.902 1.378 3.949
C -2.265 0.564 3.060
H 0.927 -0.614 2.363
H -0.689 -1.582 2.075
H 0.878 0.416 4.495
H -0.284 1.819 6.244
H -2.650 2.509 5.789
H -3.918 1.657 3.816
H -2.740 0.207 2.208
```

**E_HOMO (alpha / beta)**: 2.345 / 2.346 eV
**M**: 662.3 g/mol
**2S+1**: 1
**Total energy**: -1545.8269 Eh
**Net charge**: -2

In elementary charge units, the Löwdin charges are: -0.261, 0.125, 0.032, 0.090, 0.053, -0.094, -0.092, -0.143, -0.337, -0.131, 0.100, 0.099, -0.085, -0.302, -0.147, 0.087, -0.156, 0.085, 1.037, -0.677, -0.191, -0.095, -0.129, 0.082, 0.076, -0.083, -0.070, 0.074, 0.071, 0.084, -0.051, 0.078, 0.068, 0.070, -0.198, -0.251, 0.075, 0.077, -0.402, -0.356, -0.108, -0.137, -0.163, -0.116, -0.104, -0.003, 0.009, 0.106, 0.097, 0.062, 0.080, 0.064



This record from OMol25 describes a 15-piece molecular cluster, C52H108N10O14 overall in a non-equilibrium geometry. The level of theory is wB97M-V/def2-TZVPD.

Geometry as XYZ:
```
184
C52H108N10O14 (wB97M-V/def2-TZVPD)
C -1.140 -5.546 1.118
C -1.284 -6.599 0.128
C -1.436 -7.972 0.845
O -0.829 -7.636 2.063
C -1.056 -6.252 2.444
H -1.935 -4.799 1.103
H -0.256 -4.918 1.004
H -0.467 -6.702 -0.585
H -2.171 -6.335 -0.448
H -1.047 -8.861 0.350
H -2.505 -8.136 0.980
H -0.122 -6.149 2.998
H -1.834 -6.163 3.202
C 0.079 -0.525 -1.497
C 1.073 -0.350 -0.260
C 0.216 0.166 0.886
O -1.131 0.338 0.338
C -1.295 -0.474 -0.796
H 0.200 -1.313 -2.240
H 0.190 0.360 -2.123
H 1.945 0.280 -0.438
H 1.399 -1.374 -0.076
H 0.533 1.072 1.403
H 0.237 -0.605 1.657
H -2.206 -0.098 -1.263
H -1.732 -1.461 -0.643
C 4.248 -4.470 0.419
C 3.564 -5.700 -0.137
C 2.808 -6.316 1.031
O 2.819 -5.354 2.092
C 3.291 -4.055 1.485
H 4.376 -3.677 -0.318
H 5.237 -4.753 0.780
H 4.176 -6.397 -0.710
H 2.893 -5.280 -0.886
H 3.348 -7.207 1.349
H 1.788 -6.623 0.800
H 3.754 -3.511 2.309
H 2.366 -3.605 1.125
C -5.650 -3.688 -0.085
C -5.688 -3.998 -1.581
C -5.334 -2.696 -2.144
O -4.268 -2.148 -1.306
C -4.454 -2.743 -0.030
H -5.367 -4.620 0.405
H -6.591 -3.332 0.335
H -6.665 -4.305 -1.955
H -4.916 -4.722 -1.840
H -6.207 -2.082 -2.369
H -4.828 -2.844 -3.098
H -4.647 -1.865 0.586
H -3.558 -3.269 0.297
C -6.192 1.205 -0.537
C -5.089 2.124 -0.109
C -5.488 3.481 -0.851
O -6.084 3.005 -1.974
C -6.628 1.607 -1.901
H -7.069 1.325 0.098
H -5.901 0.155 -0.501
H -4.109 1.768 -0.428
H -4.885 2.309 0.945
H -4.615 4.113 -1.013
H -6.128 4.007 -0.142
H -6.245 0.920 -2.655
H -7.714 1.655 -1.810
C 4.518 -0.569 1.712
C 5.050 0.840 1.894
O 5.592 1.087 2.968
N 4.953 1.673 0.858
C 5.699 2.888 0.714
H 4.802 -0.999 0.752
H 3.441 -0.739 1.722
H 5.005 -1.196 2.459
H 4.613 1.214 0.025
H 5.368 3.567 1.499
H 5.477 3.293 -0.273
H 6.774 2.704 0.738
C 3.186 2.496 -2.242
C 3.372 1.086 -2.612
O 4.141 0.466 -1.925
N 2.841 0.595 -3.655
C 2.108 1.336 -4.645
H 2.835 2.612 -1.216
H 2.451 3.056 -2.820
H 4.142 3.020 -2.257
H 2.953 -0.377 -3.906
H 1.838 0.687 -5.479
H 2.661 2.202 -5.010
H 1.239 1.748 -4.133
C -2.912 -3.396 -7.506
C -2.326 -3.193 -6.135
O -1.888 -4.150 -5.470
N -2.455 -1.990 -5.563
C -2.171 -1.651 -4.195
H -2.241 -2.987 -8.261
H -3.726 -2.672 -7.541
H -3.209 -4.425 -7.707
H -2.740 -1.286 -6.229
H -2.779 -0.786 -3.931
H -1.121 -1.384 -4.077
H -2.360 -2.412 -3.437
C -0.248 1.309 4.806
C -1.454 0.392 4.658
O -2.417 0.641 5.345
N -1.277 -0.564 3.825
C -2.417 -1.407 3.412
H -0.630 2.279 5.121
H 0.231 1.426 3.835
H 0.485 1.094 5.583
H -0.432 -0.589 3.273
H -3.080 -0.937 2.685
H -2.838 -1.751 4.357
H -2.122 -2.318 2.892
C 6.931 7.535 -1.881
C 5.760 7.176 -0.962
O 5.651 7.520 0.189
N 4.840 6.408 -1.525
C 3.756 5.911 -0.711
H 7.810 6.955 -1.601
H 7.091 8.611 -1.954
H 6.451 7.367 -2.844
H 4.698 6.489 -2.522
H 3.426 4.934 -1.064
H 2.857 6.527 -0.734
H 4.008 5.965 0.349
C 1.464 -2.765 -5.117
C 1.267 -3.126 -3.755
O 1.986 -2.819 -2.829
N 0.151 -3.835 -3.652
C -0.253 -4.423 -2.311
H 0.531 -2.599 -5.657
H 2.186 -3.379 -5.655
H 1.907 -1.773 -5.029
H -0.407 -4.088 -4.455
H -1.213 -4.914 -2.468
H -0.299 -3.615 -1.581
H 0.491 -5.119 -1.924
C -3.232 5.337 4.739
C -3.154 4.817 3.268
O -3.973 5.245 2.508
N -2.143 3.999 2.954
C -1.820 3.485 1.612
H -2.936 6.386 4.757
H -2.372 4.912 5.256
H -4.155 5.185 5.298
H -1.303 4.141 3.497
H -1.822 2.397 1.679
H -0.825 3.767 1.269
H -2.582 3.677 0.856
C 1.308 -2.673 5.316
C 2.101 -1.473 4.701
O 1.557 -0.884 3.771
N 3.304 -1.114 5.131
C 4.098 -1.785 6.158
H 1.554 -2.906 6.353
H 1.586 -3.566 4.757
H 0.224 -2.569 5.272
H 3.586 -0.222 4.751
H 5.149 -1.782 5.870
H 3.756 -2.790 6.408
H 4.047 -1.256 7.109
C 0.955 6.568 5.717
C 1.122 5.524 4.668
O 0.206 4.866 4.287
N 2.365 5.454 4.113
C 2.782 4.383 3.254
H 1.862 6.620 6.318
H 0.104 6.348 6.362
H 0.847 7.549 5.255
H 2.991 5.928 4.750
H 3.331 3.660 3.857
H 3.557 4.731 2.571
H 1.952 3.848 2.791
N -1.026 3.733 -3.978
C -1.773 3.197 -3.087
C -3.056 2.695 -3.404
C -3.619 2.723 -4.658
C -2.834 3.312 -5.605
C -1.528 3.791 -5.271
H -1.465 3.010 -2.069
H -3.770 2.367 -2.663
H -4.617 2.398 -4.913
H -3.223 3.484 -6.598
H -0.913 4.249 -6.032
```

**E_HOMO**: -8.492 eV
**M**: 1097.5 g/mol
**2S+1**: 1
**Total energy**: -3646.9665 Eh
**Net charge**: 0

Atom charges from the Löwdin analysis, given in e for atoms 1 to 99: -0.192, -0.194, -0.182, -0.161, -0.152, 0.094, 0.108, 0.094, 0.103, 0.122, 0.108, 0.116, 0.117, -0.108, -0.105, -0.161, -0.148, -0.224, 0.065, 0.087, 0.086, 0.099, 0.114, 0.079, 0.105, 0.094, -0.178, -0.170, -0.204, -0.163, -0.150, 0.116, 0.118, 0.114, 0.092, 0.114, 0.100, 0.109, 0.113, -0.141, -0.181, -0.219, -0.157, -0.211, 0.107, 0.117, 0.123, 0.120, 0.119, 0.107, 0.112, 0.100, -0.202, -0.147, -0.232, -0.158, -0.129, 0.117, 0.099, 0.087, 0.109, 0.114, 0.117, 0.111, 0.116, -0.006, -0.552, 0.015, 0.018, -0.057, 0.077, 0.063, 0.075, 0.085, 0.075, 0.067, 0.093, -0.007, -0.645, 0.037, 0.052, -0.061, 0.086, 0.074, 0.086, 0.131, 0.086, 0.091, 0.066, 0.011, -0.525, -0.004, 0.023, -0.054, 0.087, 0.078, 0.095, 0.138, 0.090



This record from OMol25 describes the molecule C3H3N3O2 in a non-equilibrium geometry. The level of theory is wB97M-V/def2-TZVPD.

Geometry as XYZ:
```
11
C3H3N3O2 (wB97M-V/def2-TZVPD)
C -0.766 0.359 2.075
C 0.079 0.542 -0.053
C 0.305 0.014 -2.171
H -1.422 0.888 2.887
H 0.251 -0.071 -3.300
H 0.398 -1.249 0.502
N -0.709 1.052 0.888
N -0.096 1.039 -1.452
N 0.791 -0.612 -0.162
O -0.283 -0.769 2.244
O 0.679 -1.158 -1.508
```

**E_HOMO**: -10.156 eV
**SMILES**: O=C/N=c1/nco[nH]1
**M**: 113.1 g/mol
**2S+1**: 1
**Total energy**: -430.7800 Eh
**Net charge**: 0

In elementary charge units, the Löwdin charges are: -0.328, -0.315, -0.141, 0.144, 0.155, 0.111, 0.109, 0.153, 0.122, -0.020, 0.010



This record from OMol25 describes a 2-piece molecular cluster, C4H7NO2 overall. The level of theory is wB97M-V/def2-TZVPD.

Geometry as XYZ:
```
14
C4H7NO2 (wB97M-V/def2-TZVPD)
O 2.314 1.123 0.469
N 2.270 0.015 -0.368
C 1.124 -0.507 -0.335
C 0.165 -1.437 -0.888
C -0.262 -0.348 0.128
C -0.858 0.916 -0.386
O -1.337 1.779 0.309
H 3.220 1.440 0.362
H 0.166 -2.461 -0.523
H -0.152 -1.322 -1.924
H -0.525 -0.648 1.140
H -2.832 -0.121 1.841
H -0.781 1.043 -1.488
H -2.513 0.528 1.663
```

**E_HOMO**: -9.943 eV
**SMILES**: O=C[C@H]1C/C1=N/O.[H][H]
**M**: 101.1 g/mol
**2S+1**: 1
**Total energy**: -361.6915 Eh
**Net charge**: 0

In elementary charge units, the Löwdin charges are: -0.041, 0.060, -0.286, -0.012, -0.164, -0.251, 0.015, 0.095, 0.113, 0.113, 0.128, 0.057, 0.139, 0.034



This record from OMol25 describes C4H8BLuO3 as an isolated structure in a non-equilibrium geometry. The level of theory is wB97M-V/def2-TZVPD.

Geometry as XYZ:
```
17
C4H8BLuO3 (wB97M-V/def2-TZVPD)
C -1.866 0.875 0.407
O -1.281 0.766 -0.901
B -0.014 1.163 -1.076
O 0.426 1.782 -2.174
C 1.150 0.722 -0.020
C 1.422 -0.670 0.314
C 0.345 -1.689 -0.009
O -0.077 -2.451 0.836
H -2.791 0.302 0.407
H -2.067 1.921 0.637
H -1.190 0.456 1.176
H 1.331 2.124 -2.218
H 2.094 1.266 -0.153
H 2.372 -0.957 -0.172
H 1.607 -0.719 1.412
H -0.022 -1.798 -1.038
Lu -1.440 -3.094 2.572
```

**E_HOMO**: -14.507 eV
**M**: 289.9 g/mol
**2S+1**: 1
**Total energy**: -1642.5624 Eh
**Net charge**: +2

In elementary charge units, the Löwdin charges are: -0.007, 0.086, -0.633, 0.303, 0.351, -0.075, -0.166, -0.391, 0.110, 0.122, 0.073, 0.151, 0.155, 0.191, 0.191, 0.174, 1.365



This record from OMol25 describes a 3-piece molecular cluster, C9H9F3O9 overall in a non-equilibrium geometry. The level of theory is wB97M-V/def2-TZVPD.

Geometry as XYZ:
```
30
C9H9F3O9 (wB97M-V/def2-TZVPD)
C -2.272 -1.546 2.318
C -3.624 -1.472 2.993
O -3.239 -1.874 4.288
C -2.277 -2.660 4.283
O -1.950 -3.426 5.242
O -1.688 -2.651 3.050
F -4.603 -2.242 2.500
H -1.630 -0.706 2.584
H -2.236 -1.733 1.244
H -4.047 -0.468 2.957
C 4.313 -0.048 -2.389
C 2.995 0.170 -1.709
O 2.079 -0.866 -2.154
C 2.753 -1.642 -2.890
O 2.567 -2.830 -3.102
O 3.916 -1.021 -3.250
F 2.454 1.371 -2.039
H 4.970 -0.430 -1.609
H 4.661 0.867 -2.867
H 3.102 0.184 -0.625
C -0.798 1.771 -1.752
C -0.096 3.065 -1.199
O -0.180 2.918 0.206
C -0.980 1.910 0.525
O -1.367 1.740 1.682
O -1.320 1.188 -0.522
F -0.759 4.141 -1.502
H -0.130 1.096 -2.285
H -1.562 2.058 -2.475
H 0.949 3.136 -1.501
```

**<S²>**: 0.75
**E_HOMO (alpha / beta)**: -13.294 / -13.294 eV
**M**: 318.2 g/mol
**2S+1**: 2
**Total energy**: -1324.7088 Eh
**Net charge**: +1

In elementary charge units, the Löwdin charges are: 0.032, -0.241, 0.258, -0.377, 0.493, 0.141, 0.142, 0.145, 0.174, 0.199, -0.092, -0.255, 0.179, -0.576, 0.163, 0.076, 0.058, 0.148, 0.157, 0.170, 0.012, -0.324, 0.156, -0.570, 0.100, 0.083, 0.133, 0.119, 0.141, 0.155